No. 1
Entry from the OMol25 dataset: a structure of composition C39H33N3OPS2Sc (wB97M-V/def2-TZVPD).

```
80
Properties=species:S:1:pos:R:3:forces:R:3
Sc 0.16788 -0.56698 0.88063 -0.3 0.1 0.3
C 2.64104 -2.40975 4.83884 0.0 0.0 0.0
N 2.06450 -3.13595 3.71101 0.0 0.0 0.0
C 2.51758 -4.34664 3.22134 0.0 0.0 0.0
C 1.71318 -4.69960 2.20780 0.0 0.0 0.0
N 0.75768 -3.69182 2.07601 0.0 0.0 0.0
C 0.99423 -2.72539 3.01765 0.0 0.0 0.0
S 0.13578 -1.28359 3.33796 0.0 0.0 0.1
C -0.33623 -3.76512 1.17872 0.0 0.0 0.0
C -0.88863 -4.99257 0.85334 0.0 0.0 0.0
C -1.90164 -5.02793 -0.09134 0.0 0.0 0.0
C -2.36307 -3.84276 -0.64795 -0.1 0.0 0.2
C -1.79953 -2.66566 -0.20868 0.1 0.0 -0.3
N -0.77557 -2.62118 0.65762 0.1 0.0 -0.2
H 3.57992 -2.88491 5.10610 0.0 0.0 0.0
H 1.95948 -2.43612 5.68629 0.0 0.0 0.0
H 2.81688 -1.37612 4.55176 0.0 0.0 0.0
H 3.38262 -4.83668 3.63126 0.0 0.0 0.0
H 1.74826 -5.54315 1.54356 0.0 0.0 0.0
H -0.54357 -5.89676 1.33290 0.0 0.0 0.0
H -2.33087 -5.97757 -0.38123 0.0 0.0 0.0
H -3.14854 -3.82934 -1.38873 0.0 0.0 0.0
H -2.13230 -1.71020 -0.60037 0.0 0.0 0.0
C 0.37359 4.03508 -3.10152 0.0 0.0 0.0
C -0.70377 3.15624 -3.11124 0.0 0.0 0.0
C -0.53004 1.84699 -2.69405 0.0 0.0 0.0
C 0.72772 1.40195 -2.27937 0.0 0.0 0.0
C 1.80183 2.28656 -2.26602 0.0 0.0 0.0
C 1.62094 3.60154 -2.67722 0.0 0.0 0.0
P 0.86973 -0.30876 -1.70683 -0.1 0.0 0.1
C 0.82525 -1.39157 -3.15079 0.0 0.0 0.0
C 0.81287 -0.89733 -4.45164 0.0 0.0 0.0
C 0.78690 -1.77718 -5.52538 0.0 0.0 0.0
C 0.77769 -3.14598 -5.30464 0.0 0.0 0.0
C 0.79370 -3.64368 -4.00711 0.0 0.0 0.0
C 0.81096 -2.77023 -2.93332 0.0 0.0 0.0
C 2.45889 -0.48285 -0.85946 0.0 0.0 0.0
C 3.70526 -0.63562 -1.47015 0.0 0.0 0.0
C 4.83259 -0.68085 -0.67099 0.0 0.0 0.0
C 4.71362 -0.56962 0.71531 0.0 0.0 0.0
C 3.46916 -0.43860 1.30918 0.0 0.0 0.0
C 2.29863 -0.40371 0.53749 0.1 0.0 0.0
H 0.23913 5.05703 -3.43097 0.0 0.0 0.0
H -1.67557 3.49158 -3.44932 0.0 0.0 0.0
H -1.37259 1.16317 -2.70289 0.0 0.0 0.0
H 2.77833 1.95541 -1.93600 0.0 0.0 0.0
H 2.46143 4.28312 -2.67454 0.0 0.0 0.0
H 0.82796 0.17071 -4.62803 0.0 0.0 0.0
H 0.78019 -1.39093 -6.53564 0.0 0.0 0.0
H 0.76184 -3.82854 -6.14359 0.0 0.0 0.0
H 0.79586 -4.71249 -3.83792 0.0 0.0 0.0
H 0.83314 -3.15975 -1.91958 0.0 0.0 0.0
H 3.78888 -0.71570 -2.54809 0.0 0.0 0.0
H 5.81099 -0.79418 -1.11904 0.0 0.0 0.0
H 5.60832 -0.59033 1.32503 0.0 0.0 0.0
H 3.40752 -0.35748 2.38975 0.0 0.0 0.0
O -1.03347 1.00989 1.21423 0.1 -0.2 0.0
S -1.72965 1.88985 2.28389 0.0 0.2 -0.1
C -3.40502 1.99647 1.74287 0.0 0.0 0.0
C -3.73272 2.56509 0.51480 0.0 0.0 0.0
C -5.06112 2.60045 0.13847 0.0 0.0 0.0
C -6.04100 2.08608 0.98641 0.0 0.0 0.0
C -5.70166 1.52848 2.20862 0.0 0.0 0.0
C -4.36863 1.47586 2.59506 0.0 0.0 0.0
C -1.12271 3.52111 1.93347 0.0 0.0 0.0
C -0.40303 3.78774 0.78000 0.0 0.0 0.0
C 0.03483 5.08796 0.56756 0.0 0.0 0.0
C -0.24865 6.08357 1.49110 0.0 0.0 0.0
C -0.96783 5.79267 2.64441 0.0 0.0 0.0
C -1.40586 4.50033 2.87711 0.0 0.0 0.0
H -2.96006 2.98150 -0.12035 0.0 0.0 0.0
H -5.34428 3.04237 -0.80709 0.0 0.0 0.0
H -7.07987 2.13137 0.68808 0.0 0.0 0.0
H -6.46883 1.13866 2.86303 0.0 0.0 0.0
H -4.08366 1.04478 3.54697 0.0 0.0 0.0
H -0.18550 3.00769 0.06118 0.0 0.0 0.0
H 0.60016 5.31582 -0.32571 0.0 0.0 0.0
H 0.09796 7.09318 1.31691 0.0 0.0 0.0
H -1.17973 6.56975 3.36554 0.0 0.0 0.0
H -1.95968 4.26108 3.77753 0.0 0.0 0.0
```
Forces are in eV/Å.

The total energy is -3643.54758 hartree. For the molar mass, the calculation gives 699.78 g mol⁻¹. The charge is +2. The HOMO-LUMO gap comes out at 7.7197 eV.

***

No. 2
Entry from the OMol25 dataset: a structure of composition C39H34BrF3N5O7S4Tl (wB97M-V/def2-TZVPD).

```
94
Properties=species:S:1:pos:R:3:forces:R:3
Tl 0.57141 -0.50463 0.14947 0.2 -0.1 0.2
C -3.54500 -3.57373 -0.73273 0.0 0.0 0.0
C -3.68479 -4.12551 0.53326 0.0 0.0 0.0
C -2.61967 -4.07080 1.41107 0.0 0.0 0.0
C -1.41481 -3.46374 1.01692 0.0 0.0 0.0
N -1.30673 -2.89724 -0.19169 0.0 -0.1 0.0
C -2.33386 -2.97092 -1.03378 0.1 0.0 0.0
C -0.23191 -3.42747 1.92390 -0.1 -0.1 0.0
C -0.06772 -4.49465 2.82082 0.0 0.0 0.0
C 1.00587 -4.51295 3.69499 0.0 0.1 0.0
C 1.90449 -3.44945 3.67793 -0.1 0.0 0.0
C 1.73031 -2.40712 2.77575 0.0 0.0 0.0
C 0.67196 -2.35604 1.85542 0.0 0.0 -0.1
H -4.34614 -3.59836 -1.46042 0.0 0.0 0.0
H -4.61838 -4.58852 0.83452 0.0 0.0 0.0
H -2.71118 -4.47337 2.41077 0.0 0.0 0.0
H -2.17113 -2.52651 -2.01102 0.0 -0.1 0.1
H -0.75597 -5.33557 2.81239 0.0 0.0 0.0
H 1.14742 -5.34935 4.37096 0.0 0.0 0.0
H 2.74584 -3.44537 4.36479 0.0 0.0 0.0
H 2.44802 -1.59123 2.78930 0.0 0.0 0.0
O -0.76006 1.22866 2.14380 -0.1 0.2 0.3
S -1.83903 2.23839 2.22143 0.0 -0.2 -0.1
C -3.36672 1.28478 2.24091 0.0 -0.1 0.0
C -3.25748 -0.07517 1.99135 -0.1 0.0 0.0
C -4.40729 -0.85434 1.99150 0.0 0.0 0.0
C -5.64298 -0.27440 2.25129 0.0 0.0 0.0
C -5.73334 1.08197 2.54116 0.0 0.0 0.0
C -4.58819 1.86634 2.54800 0.0 0.0 0.0
C -1.99005 2.85887 0.52594 0.0 0.1 0.0
C -0.81706 2.78728 -0.21005 0.0 0.0 0.0
C -0.82730 3.19460 -1.53796 0.0 0.0 0.0
C -1.98754 3.70277 -2.10503 0.1 0.0 0.0
C -3.14705 3.80551 -1.34534 0.0 0.0 0.0
C -3.15490 3.37567 -0.02731 0.0 0.0 0.0
H -2.27818 -0.50467 1.80309 0.0 0.0 0.0
H -4.32730 -1.91475 1.78800 0.0 0.1 0.0
H -6.53976 -0.88193 2.23619 0.0 0.0 0.0
H -6.69357 1.52721 2.77118 0.0 0.0 0.0
H -4.64577 2.92051 2.79689 0.0 0.0 0.0
H 0.08149 2.39168 0.25064 0.0 0.0 0.0
H 0.07387 3.08608 -2.12735 0.0 0.0 0.0
H -1.99482 4.01038 -3.14417 0.0 0.0 0.0
H -4.05825 4.18639 -1.79035 0.0 0.0 0.0
H -4.07503 3.41376 0.54214 0.0 0.0 0.0
Br -5.79133 1.06952 -2.69738 0.0 0.0 0.0
C -3.95935 0.58513 -2.85213 0.0 0.0 0.1
C -3.35067 0.53313 -4.09121 0.0 0.0 0.0
C -2.00937 0.18972 -4.13681 0.0 0.0 0.0
C -1.34226 -0.07456 -2.94742 0.2 0.0 0.1
N -1.94983 -0.03253 -1.76469 -0.2 0.1 0.1
C -3.23621 0.28343 -1.70783 0.0 0.1 -0.1
H -3.90868 0.74835 -4.99294 0.0 0.0 0.0
H -1.48869 0.12374 -5.08325 0.0 0.0 0.0
H -0.28665 -0.34617 -2.92563 0.0 0.0 0.0
H -3.70753 0.29809 -0.72914 0.0 0.0 0.0
O 5.39151 -3.32332 -4.45245 0.0 0.0 -0.1
S 4.41672 -3.78123 -3.48298 0.0 0.1 0.1
O 4.19576 -5.21146 -3.45610 0.0 -0.1 -0.1
N 3.05150 -2.95094 -3.55468 -0.1 0.1 0.1
C 2.85474 -2.19194 -2.45563 0.1 -0.1 -0.3
O 1.89703 -1.44609 -2.24888 -0.2 0.0 -0.1
C 3.96893 -2.32361 -1.44408 0.1 0.0 0.0
C 4.11985 -1.66504 -0.23718 0.0 0.1 0.1
C 5.23873 -1.95409 0.53595 0.0 0.0 0.0
C 6.18266 -2.88309 0.10241 0.0 0.0 0.0
C 6.03563 -3.53064 -1.12157 0.0 0.0 0.0
C 4.91961 -3.22532 -1.87280 0.1 0.0 0.1
H 3.40466 -0.92479 0.10381 0.0 0.0 0.0
H 5.36921 -1.44316 1.48223 0.0 0.0 0.0
H 7.04522 -3.09994 0.72163 0.0 0.0 0.0
H 6.76782 -4.24704 -1.47368 0.0 0.0 0.0
F 0.74243 0.32889 4.23452 -0.1 -0.1 0.0
C 1.59387 1.31968 4.44803 0.1 0.2 -0.1
F 0.89895 2.35672 4.96171 0.0 0.0 0.1
F 2.44990 0.90918 5.40153 0.0 0.0 0.1
S 2.54145 1.86670 2.92728 0.0 0.0 0.0
O 1.76868 2.99774 2.42001 0.1 0.0 0.0
O 3.81754 2.22802 3.50349 -0.1 0.0 -0.2
O 2.52773 0.70715 2.06039 0.1 0.0 0.3
C 1.92310 5.38597 -0.17943 0.0 -0.1 0.0
N 2.54763 4.08410 -0.18472 -0.1 -0.1 0.0
C 2.80258 3.34493 -1.29323 0.1 0.1 0.3
S 3.44755 1.81386 -1.17195 -0.1 0.1 -0.3
N 2.51554 3.95851 -2.47847 0.0 -0.1 0.0
C 2.55342 3.28031 -3.75898 0.1 0.0 0.1
H 1.89569 5.73418 0.85066 0.0 0.0 0.0
H 0.89363 5.37486 -0.55731 0.0 0.0 0.0
H 2.50245 6.10927 -0.76253 0.0 0.0 0.0
H 2.54534 3.56904 0.69756 0.0 0.1 -0.1
H 2.08329 4.86375 -2.44621 0.0 0.0 0.0
H 2.50216 2.20546 -3.59132 0.0 0.0 0.0
H 3.47513 3.48956 -4.30632 0.0 0.0 0.0
H 1.70121 3.60288 -4.36088 0.0 0.0 0.0
```
Forces are in eV/Å.

The total energy is -6945.96450 hartree. For the molar mass, the calculation gives 1154.28 g mol⁻¹. The charge is -2. The HOMO-LUMO gap comes out at 4.8548 eV.